[1]
Molecular formula: C3H9NO4PS
Method: DFT, ωB97M-V with the def2-TZVPD basis set

LUMO level: 3.48 eV
ΔE to the lowest compared entry with this formula, charge and spin: 0.0 kJ/mol
largest force on an atom: 0.0168 Eh/bohr
multiplicity: 1
HOMO-LUMO gap: 7.9 eV
total charge: -1

Atoms and positions in Å:
C: -1.2191 1.8570 1.9729
C: -0.6187 1.0129 0.8452
C: -0.7061 -0.4543 1.1926
N: -1.2751 -1.3471 0.5154
O: 2.2328 -1.2955 -3.1511
O: 0.9109 -2.4070 -1.3815
O: 0.4080 0.0198 -1.9905
O: -1.2839 1.3009 -0.3545
P: 1.5278 -0.9255 -1.7361
S: 2.9700 -0.4659 -0.4439
H: -2.2723 1.6105 2.0926
H: -1.1340 2.9095 1.7177
H: -0.6933 1.6663 2.9057
H: 0.4538 1.2484 0.7573
H: -0.1849 -0.7589 2.0978
H: 3.0933 -1.6554 -2.9452
H: -1.7278 -0.9598 -0.3200
H: 0.2497 -2.2678 -0.7005
H: -0.7309 0.9117 -1.0738

Results of the Löwdin charge analysis, in e, for atoms 1 through 2: -0.0541 -0.4573


[2]
Molecular formula: C3H9NOS
Method: DFT, ωB97M-V with the def2-TZVPD basis set

LUMO level: 0.86 eV
ΔE to the lowest compared entry with this formula, charge and spin: 102.3 kJ/mol
largest force on an atom: 0.0603 Eh/bohr
multiplicity: 1
HOMO-LUMO gap: 9.9 eV

Atoms and positions in Å:
N: -2.2230 -3.9338 -0.1384
C: -1.6892 -4.9894 0.6245
O: -0.5898 -5.4497 0.4603
H: -3.2022 -3.9853 -0.3180
H: -1.4793 -3.4700 -0.6476
H: -2.5056 -5.4498 1.1960
C: 0.5335 2.7279 0.4090
C: 1.2073 3.4086 -0.7490
S: 3.0412 3.0447 -0.9839
H: -0.3208 3.2731 0.8008
H: 1.2071 2.5048 1.2569
H: 0.3518 1.6636 0.2282
H: 0.8590 3.0501 -1.7157
H: 1.2600 4.4908 -0.7050
H: 3.5500 3.1144 0.2819

Results of the Löwdin charge analysis, in e, for atoms 1 through 2: 0.0912 -0.4038


[3]
Molecular formula: C3H9NOS
Method: DFT, ωB97M-V with the def2-TZVPD basis set

LUMO level: 0.75 eV
ΔE to the lowest compared entry with this formula, charge and spin: 110.5 kJ/mol
largest force on an atom: 0.0310 Eh/bohr
multiplicity: 1
HOMO-LUMO gap: 9.6 eV

Atoms and positions in Å:
N: 1.4292 -1.0453 -1.3187
C: 0.4760 -1.2784 -2.2756
O: -0.0983 -2.3263 -2.4238
H: 2.1666 -0.4186 -1.5997
H: 1.2820 -1.0624 -0.3260
H: 0.0798 -0.3951 -2.8103
C: -0.7176 1.2010 -0.1285
S: 0.5125 1.0903 1.1936
C: -0.4563 0.2744 2.5025
H: -1.2646 0.2543 -0.1364
H: -0.2983 1.2541 -1.1325
H: -1.3067 2.1029 0.0104
H: -1.3597 -0.2207 2.1628
H: 0.2073 -0.4387 2.9980
H: -0.6518 1.0086 3.2843

Results of the Löwdin charge analysis, in e, for atoms 1 through 2: 0.0827 -0.4290


[4]
Molecular formula: C3H9NOS
Method: DFT, ωB97M-V with the def2-TZVPD basis set

LUMO level: 0.85 eV
ΔE to the lowest compared entry with this formula, charge and spin: 130.5 kJ/mol
largest force on an atom: 0.0439 Eh/bohr
multiplicity: 1
HOMO-LUMO gap: 10.0 eV

Atoms and positions in Å:
O: 2.2548 0.7891 0.7241
C: 1.8134 -0.4973 0.1422
N: 0.7836 -0.1584 -0.7856
C: -0.4001 0.4432 -0.2059
C: -1.7182 -0.1699 -0.6320
S: -3.0449 0.4424 0.5353
H: 2.6956 0.6414 1.5569
H: 1.4279 -1.1319 0.9305
H: 2.7598 -0.8274 -0.2893
H: 1.2061 0.4671 -1.4604
H: -0.4326 1.5276 -0.3819
H: -0.4704 0.3400 0.8894
H: -1.8209 -1.2275 -0.4761
H: -1.8780 0.1333 -1.6758
H: -3.1762 -0.7715 1.1284

Results of the Löwdin charge analysis, in e, for atoms 1 through 2: -0.0949 -0.2517


What did the second record say?
Molecular formula: C3H9NOS
Method: DFT, ωB97M-V with the def2-TZVPD basis set

LUMO level: 0.86 eV
ΔE to the lowest compared entry with this formula, charge and spin: 102.3 kJ/mol
largest force on an atom: 0.0603 Eh/bohr
multiplicity: 1
HOMO-LUMO gap: 9.9 eV

Atoms and positions in Å:
N: -2.2230 -3.9338 -0.1384
C: -1.6892 -4.9894 0.6245
O: -0.5898 -5.4497 0.4603
H: -3.2022 -3.9853 -0.3180
H: -1.4793 -3.4700 -0.6476
H: -2.5056 -5.4498 1.1960
C: 0.5335 2.7279 0.4090
C: 1.2073 3.4086 -0.7490
S: 3.0412 3.0447 -0.9839
H: -0.3208 3.2731 0.8008
H: 1.2071 2.5048 1.2569
H: 0.3518 1.6636 0.2282
H: 0.8590 3.0501 -1.7157
H: 1.2600 4.4908 -0.7050
H: 3.5500 3.1144 0.2819

Results of the Löwdin charge analysis, in e, for atoms 1 through 2: 0.0912 -0.4038